1.
{
  "formula": "C81H180F3O3P5S",
  "method": "ωB97M-V/def2-TZVPD",
  "symbols": ["C", "F", "F", "F", "S", "O", "O", "O", "C", "C", "C", "C", "P", "C", "C", "C", "C", "C", "C", "C", "C", "C", "C", "C", "C", "H", "H", "H", "H", "H", "H", "H", "H", "H", "H", "H", "H", "H", "H", "H", "H", "H", "H", "H", "H", "H", "H", "H", "H", "H", "H", "H", "H", "H", "H", "H", "H", "H", "H", "H", "H", "C", "C", "C", "C", "P", "C", "C", "C", "C", "C", "C", "C", "C", "C", "C", "C", "C", "H", "H", "H", "H", "H", "H", "H", "H", "H", "H", "H", "H", "H", "H", "H", "H", "H", "H", "H", "H", "H", "H", "H", "H", "H", "H", "H", "H", "H", "H", "H", "H", "H", "H", "H", "H", "C", "C", "C", "C", "P", "C", "C", "C", "C", "C", "C", "C", "C", "C", "C", "C", "C", "H", "H", "H", "H", "H", "H", "H", "H", "H", "H", "H", "H", "H", "H", "H", "H", "H", "H", "H", "H", "H", "H", "H", "H", "H", "H", "H", "H", "H", "H", "H", "H", "H", "H", "H", "H", "C", "C", "C", "C", "P", "C", "C", "C", "C", "C", "C", "C", "C", "C", "C", "C", "C", "H", "H", "H", "H", "H", "H", "H", "H", "H", "H", "H", "H", "H", "H", "H", "H", "H", "H", "H", "H", "H", "H", "H", "H", "H", "H", "H", "H", "H", "H", "H", "H", "H", "H", "H", "H", "C", "C", "C", "C", "P", "C", "C", "C", "C", "C", "C", "C", "C", "C", "C", "C", "C", "H", "H", "H", "H", "H", "H", "H", "H", "H", "H", "H", "H", "H", "H", "H", "H", "H", "H", "H", "H", "H", "H", "H", "H", "H", "H", "H", "H", "H", "H", "H", "H", "H", "H", "H", "H"],
  "positions_angstrom": [[-1.207, 0.023, -0.038], [-0.286, 0.859, 0.428], [-0.917, -1.252, 0.274], [-2.383, 0.303, 0.556], [-1.437, 0.236, -1.891], [-0.665, -0.812, -2.529], [-2.869, 0.208, -2.090], [-0.877, 1.554, -2.148], [-0.331, 4.846, 3.253], [-0.773, 4.990, 1.798], [0.322, 4.880, 0.758], [-0.236, 4.743, -0.646], [0.862, 4.918, -2.069], [2.086, 3.585, -2.013], [3.153, 3.730, -0.911], [3.174, 2.570, 0.065], [3.510, 1.238, -0.634], [1.582, 6.583, -2.280], [1.650, 7.464, -1.039], [1.848, 8.936, -1.370], [2.128, 9.869, -0.178], [-0.149, 4.561, -3.489], [-1.214, 5.597, -3.889], [-0.813, 6.615, -4.975], [-1.802, 6.748, -6.112], [-0.159, 3.809, 3.557], [-1.110, 5.172, 3.944], [0.569, 5.434, 3.439], [-1.418, 5.876, 1.739], [-1.584, 4.258, 1.620], [1.119, 4.185, 1.021], [0.846, 5.835, 0.885], [-1.088, 5.421, -0.767], [-0.692, 3.755, -0.807], [2.541, 3.619, -3.004], [1.463, 2.699, -1.848], [3.006, 4.671, -0.363], [4.167, 3.857, -1.300], [2.182, 2.414, 0.514], [3.807, 2.641, 0.951], [3.807, 0.466, 0.078], [4.288, 1.386, -1.389], [2.643, 0.814, -1.149], [0.848, 7.031, -2.957], [2.527, 6.440, -2.804], [2.456, 7.148, -0.368], [0.738, 7.378, -0.441], [1.076, 9.402, -1.988], [2.718, 8.999, -2.043], [1.865, 10.866, -0.537], [3.157, 9.922, 0.164], [1.419, 9.688, 0.633], [-0.726, 3.659, -3.219], [0.337, 4.095, -4.353], [-1.484, 6.190, -3.005], [-2.127, 5.056, -4.135], [0.204, 6.432, -5.345], [-0.650, 7.596, -4.514], [-1.431, 7.517, -6.796], [-2.733, 7.172, -5.734], [-1.913, 5.849, -6.715], [3.975, 1.921, 10.815], [2.969, 2.441, 9.779], [1.557, 1.886, 9.981], [0.678, 2.161, 8.753], [-1.107, 2.068, 9.038], [-1.504, 3.162, 10.427], [-1.090, 4.624, 10.164], [-1.569, 5.520, 11.320], [-0.730, 6.768, 11.563], [-1.850, 2.612, 7.480], [-1.775, 1.639, 6.328], [-2.422, 2.165, 5.047], [-2.611, 1.040, 4.024], [-1.551, 0.390, 9.515], [-3.020, 0.197, 9.917], [-3.285, -1.265, 10.363], [-3.160, -2.216, 9.202], [4.448, 1.018, 10.429], [3.455, 1.757, 11.755], [4.797, 2.622, 10.944], [3.231, 2.084, 8.778], [2.981, 3.533, 9.789], [1.064, 2.206, 10.903], [1.716, 0.812, 10.137], [0.927, 1.446, 7.966], [0.830, 3.192, 8.420], [-0.978, 2.731, 11.279], [-2.587, 3.107, 10.559], [-1.508, 4.888, 9.194], [0.000, 4.710, 10.203], [-1.923, 4.907, 12.152], [-2.557, 5.914, 11.024], [0.332, 6.530, 11.647], [-1.024, 7.229, 12.507], [-0.927, 7.513, 10.796], [-1.361, 3.565, 7.268], [-2.901, 2.813, 7.723], [-2.241, 0.676, 6.553], [-0.725, 1.358, 6.158], [-2.037, 3.118, 4.683], [-3.410, 2.475, 5.425], [-3.223, 0.269, 4.488], [-1.638, 0.653, 3.726], [-3.166, 1.440, 3.177], [-0.899, 0.050, 10.326], [-1.299, -0.242, 8.656], [-3.658, 0.336, 9.032], [-3.356, 0.959, 10.620], [-4.300, -1.265, 10.758], [-2.574, -1.443, 11.172], [-2.134, -2.521, 8.978], [-3.776, -1.958, 8.344], [-3.525, -3.205, 9.516], [6.364, -0.151, 1.682], [7.187, -1.329, 1.176], [6.641, -1.920, -0.115], [7.459, -3.104, -0.623], [7.294, -3.440, -2.380], [8.139, -2.069, -3.221], [9.392, -1.577, -2.518], [10.458, -1.014, -3.487], [9.937, 0.113, -4.367], [8.079, -4.990, -2.896], [9.574, -5.137, -2.674], [10.022, -5.676, -1.311], [9.477, -7.057, -0.977], [5.533, -3.470, -2.838], [4.775, -2.140, -2.922], [3.586, -2.269, -3.873], [2.550, -1.146, -3.630], [6.744, 0.176, 2.647], [5.320, -0.468, 1.815], [6.297, 0.706, 1.009], [7.270, -2.069, 1.973], [8.194, -0.957, 0.951], [6.504, -1.135, -0.871], [5.580, -2.169, 0.039], [7.203, -3.989, -0.033], [8.506, -2.891, -0.402], [7.373, -1.285, -3.226], [8.259, -2.249, -4.292], [9.912, -2.408, -2.037], [9.178, -0.835, -1.747], [10.936, -1.845, -4.008], [11.236, -0.611, -2.833], [9.718, 0.985, -3.746], [8.968, -0.128, -4.812], [10.663, 0.385, -5.127], [7.799, -5.157, -3.939], [7.504, -5.740, -2.334], [10.132, -4.237, -2.953], [10.003, -5.797, -3.440], [9.627, -4.969, -0.566], [11.107, -5.624, -1.262], [8.394, -7.115, -0.926], [9.844, -7.296, 0.026], [9.967, -7.806, -1.599], [5.007, -4.086, -2.101], [5.515, -4.027, -3.779], [5.440, -1.339, -3.252], [4.475, -1.809, -1.925], [3.103, -3.236, -3.723], [3.924, -2.068, -4.890], [3.055, -0.211, -3.351], [1.961, -1.309, -2.724], [1.960, -0.958, -4.521], [-7.665, 2.533, 0.611], [-6.667, 1.383, 0.531], [-6.736, 0.639, -0.794], [-6.309, 1.499, -1.979], [-6.484, 0.768, -3.618], [-5.486, -0.734, -3.635], [-5.210, -1.317, -5.007], [-4.240, -2.512, -4.907], [-2.843, -2.081, -4.463], [-5.980, 1.976, -4.837], [-4.683, 2.749, -4.622], [-4.619, 4.056, -5.408], [-5.822, 4.959, -5.260], [-8.212, 0.465, -3.994], [-8.566, -0.153, -5.357], [-10.046, -0.099, -5.665], [-10.589, 1.318, -5.948], [-8.699, 2.197, 0.517], [-7.599, 3.218, -0.249], [-7.513, 3.191, 1.463], [-7.050, 0.705, 1.298], [-5.637, 1.680, 0.725], [-7.775, 0.315, -0.933], [-6.150, -0.283, -0.775], [-5.235, 1.724, -1.929], [-6.810, 2.470, -2.039], [-6.012, -1.376, -2.922], [-4.534, -0.408, -3.193], [-4.767, -0.619, -5.719], [-6.102, -1.745, -5.471], [-4.117, -2.799, -5.955], [-4.710, -3.297, -4.315], [-2.683, -1.918, -3.402], [-2.516, -1.206, -5.026], [-2.169, -2.896, -4.754], [-6.833, 2.643, -4.958], [-5.895, 1.396, -5.765], [-3.795, 2.126, -4.720], [-4.718, 3.065, -3.570], [-4.369, 3.847, -6.456], [-3.697, 4.571, -5.112], [-6.679, 4.569, -5.818], [-5.655, 5.970, -5.623], [-6.198, 5.023, -4.233], [-8.786, 1.394, -3.917], [-8.587, -0.188, -3.197], [-8.362, -1.233, -5.311], [-7.905, 0.166, -6.165], [-10.649, -0.506, -4.851], [-10.269, -0.694, -6.551], [-11.611, 1.264, -6.323], [-9.984, 1.850, -6.682], [-10.677, 1.882, -5.015], [-1.062, -10.750, -0.205], [-1.899, -9.932, -1.152], [-1.109, -8.922, -2.014], [-0.095, -8.089, -1.202], [-0.221, -6.312, -1.502], [0.833, -5.448, -0.329], [1.468, -4.124, -0.713], [2.127, -3.435, 0.476], [2.694, -2.067, 0.166], [-1.945, -5.827, -1.375], [-2.337, -4.387, -1.737], [-2.624, -3.427, -0.585], [-3.923, -3.807, 0.100], [0.455, -5.946, -3.136], [-0.394, -6.345, -4.326], [-0.227, -5.452, -5.553], [-1.451, -5.534, -6.471], [-0.416, -11.495, -0.671], [-1.689, -11.372, 0.445], [-0.514, -10.168, 0.540], [-2.660, -9.353, -0.614], [-2.470, -10.550, -1.845], [-1.828, -8.326, -2.573], [-0.536, -9.490, -2.750], [0.926, -8.423, -1.370], [-0.311, -8.159, -0.130], [1.607, -6.119, 0.068], [0.246, -5.398, 0.605], [0.808, -3.443, -1.266], [2.221, -4.352, -1.484], [2.930, -4.073, 0.866], [1.411, -3.433, 1.306], [3.660, -2.136, -0.338], [2.925, -1.552, 1.103], [1.977, -1.463, -0.375], [-2.330, -6.196, -0.420], [-2.421, -6.465, -2.125], [-3.279, -4.430, -2.283], [-1.591, -3.954, -2.407], [-2.742, -2.439, -1.034], [-1.832, -3.314, 0.157], [-4.710, -3.760, -0.678], [-4.326, -3.122, 0.841], [-4.000, -4.868, 0.348], [1.441, -6.419, -3.146], [0.601, -4.861, -3.173], [-1.455, -6.507, -4.101], [-0.178, -7.370, -4.659], [0.653, -5.764, -6.119], [-0.051, -4.405, -5.281], [-2.401, -5.533, -5.942], [-1.389, -6.456, -7.058], [-1.393, -4.766, -7.243]],
  "total_energy_ha": -5823.49161,
  "gap_ev": 9.764,
  "charge": 4,
  "lumo_ev": -6.09,
  "relative_energy_kcal_mol": 0.0
}

2.
{
  "formula": "C17H15BrCaO2",
  "method": "ωB97M-V/def2-TZVPD",
  "symbols": ["C", "C", "C", "H", "C", "C", "H", "H", "H", "H", "Ca", "Br", "C", "C", "C", "H", "C", "C", "H", "H", "H", "H", "O", "C", "O", "C", "C", "C", "C", "C", "C", "H", "H", "H", "H", "H"],
  "positions_angstrom": [[1.843, 2.719, -1.867], [2.360, 3.412, -0.733], [3.201, 2.515, -0.006], [2.177, 4.463, -0.493], [3.239, 1.284, -0.724], [2.374, 1.399, -1.858], [2.219, 0.632, -2.620], [1.203, 3.155, -2.631], [3.777, 2.758, 0.891], [3.867, 0.419, -0.485], [0.670, 1.507, 0.391], [-1.502, 3.000, 0.719], [-2.227, 0.102, -2.531], [-1.246, -0.229, -3.513], [-0.780, 0.993, -4.093], [-0.851, -1.223, -3.709], [-1.486, 2.070, -3.478], [-2.385, 1.518, -2.522], [-3.018, 2.080, -1.843], [-2.733, -0.597, -1.876], [0.014, 1.091, -4.829], [-1.345, 3.129, -3.672], [0.801, -0.113, 2.003], [0.032, -0.961, 1.402], [-0.350, -0.786, 0.197], [-0.383, -2.108, 2.279], [0.479, -2.507, 3.310], [0.024, -3.316, 4.360], [-1.312, -3.754, 4.353], [-2.130, -3.496, 3.243], [-1.639, -2.720, 2.186], [1.504, -2.142, 3.287], [0.700, -3.563, 5.186], [-1.718, -4.315, 5.198], [-3.157, -3.871, 3.193], [-2.221, -2.546, 1.283]],
  "total_energy_ha": -4059.04059,
  "gap_ev": 4.389,
  "charge": -2,
  "lumo_ev": 4.56,
  "relative_energy_kcal_mol": 6.6
}

3.
{
  "formula": "C7H11NO2Si",
  "method": "ωB97M-V/def2-TZVPD",
  "symbols": ["C", "C", "C", "C", "C", "C", "C", "N", "O", "O", "Si", "H", "H", "H", "H", "H", "H", "H", "H", "H", "H", "H"],
  "positions_angstrom": [[-0.194, 0.117, -1.564], [-1.010, -0.948, -1.243], [-1.485, -2.411, 0.741], [-1.300, -1.695, 2.096], [-1.013, -0.350, 1.205], [0.952, 0.678, -0.569], [1.485, 2.033, -1.010], [-1.152, -1.240, 0.079], [-1.881, -3.532, 0.310], [1.673, 1.913, -2.398], [0.578, 0.707, 1.342], [0.081, 0.509, -2.496], [-1.673, -1.355, -1.975], [-2.280, -1.657, 2.552], [-0.597, -2.147, 2.709], [-1.900, 0.287, 1.232], [2.431, 2.152, -0.500], [0.907, 2.807, -0.628], [2.198, 2.631, -2.738], [1.754, -0.173, 1.690], [0.648, 1.863, 2.326], [1.778, -0.188, -1.160]],
  "total_energy_ha": -767.92177,
  "gap_ev": 8.744,
  "charge": 0,
  "lumo_ev": 0.51,
  "relative_energy_kcal_mol": 11.7
}

4.
{
  "formula": "C3H3LiO4Yb",
  "method": "ωB97M-V/def2-TZVPD",
  "symbols": ["C", "C", "O", "C", "O", "O", "O", "H", "H", "H", "Yb", "Li"],
  "positions_angstrom": [[-2.420, 0.935, 0.425], [-1.583, 0.724, -0.803], [-0.246, 0.372, -0.539], [0.078, -0.951, -0.273], [-0.167, -1.569, 0.758], [0.995, -1.303, -1.037], [-2.060, 0.675, 1.554], [-3.358, 1.495, 0.245], [-1.523, 1.668, -1.361], [-2.096, -0.044, -1.407], [2.357, 0.809, -0.897], [-1.243, -0.971, 2.156]],
  "total_energy_ha": -1583.08671,
  "multiplicity": 2,
  "gap_ev": [5.665, 8.591],
  "charge": 1,
  "lumo_ev": [-3.59, -3.83],
  "relative_energy_kcal_mol": 0.0
}

5.
{
  "formula": "C29H26BrN8O7Ru",
  "method": "ωB97M-V/def2-TZVPD",
  "symbols": ["Ru", "Br", "C", "C", "C", "C", "C", "C", "N", "C", "C", "C", "C", "C", "C", "N", "H", "H", "H", "H", "H", "H", "H", "H", "H", "N", "C", "N", "C", "C", "C", "C", "C", "H", "H", "H", "H", "H", "H", "H", "H", "H", "H", "O", "N", "O", "C", "C", "C", "C", "O", "C", "C", "N", "O", "O", "N", "O", "O", "H", "H", "C", "C", "C", "N", "C", "C", "H", "H", "H", "H", "H"],
  "positions_angstrom": [[-0.519, 0.356, 0.893], [2.409, -4.596, 5.607], [1.509, -3.137, 4.859], [1.957, -2.584, 3.670], [1.236, -1.558, 3.083], [0.070, -1.082, 3.665], [-0.337, -1.604, 4.891], [0.378, -2.625, 5.486], [-0.682, -0.078, 2.958], [-1.729, 0.451, 3.463], [-2.467, 1.449, 2.688], [-3.589, 2.090, 3.167], [-4.179, 3.086, 2.398], [-3.601, 3.421, 1.187], [-2.489, 2.716, 0.750], [-1.946, 1.734, 1.471], [2.863, -2.953, 3.210], [1.582, -1.128, 2.158], [-1.226, -1.252, 5.396], [0.050, -3.038, 6.429], [-2.070, 0.209, 4.462], [-3.997, 1.804, 4.128], [-5.070, 3.593, 2.741], [-4.005, 4.216, 0.577], [-2.013, 2.947, -0.191], [-0.518, 1.099, -0.966], [-0.237, 1.615, -1.972], [0.043, 2.208, -3.073], [1.437, 2.315, -3.584], [1.544, 1.613, -4.930], [0.482, 2.127, -5.906], [-0.917, 1.959, -5.313], [-1.019, 2.699, -3.987], [2.110, 1.878, -2.851], [1.654, 3.380, -3.690], [1.423, 0.539, -4.781], [2.546, 1.787, -5.324], [0.549, 1.564, -6.836], [0.662, 3.179, -6.143], [-1.126, 0.898, -5.147], [-1.677, 2.351, -5.989], [-1.990, 2.563, -3.514], [-0.842, 3.766, -4.137], [-0.082, -6.226, -3.485], [-0.484, -6.093, -2.352], [-1.019, -6.938, -1.670], [-0.301, -4.766, -1.732], [-0.842, -4.524, -0.487], [-0.667, -3.272, 0.053], [0.147, -2.270, -0.522], [0.472, -1.203, 0.141], [0.603, -2.561, -1.826], [0.360, -3.780, -2.433], [1.287, -1.541, -2.630], [1.282, -1.692, -3.831], [1.803, -0.592, -2.059], [-1.365, -2.928, 1.281], [-1.473, -3.740, 2.155], [-1.834, -1.782, 1.357], [-1.417, -5.285, 0.024], [0.702, -3.971, -3.440], [3.404, 2.580, 2.295], [3.466, 1.490, 1.441], [2.291, 0.955, 0.953], [1.096, 1.457, 1.301], [1.028, 2.521, 2.116], [2.165, 3.113, 2.624], [4.310, 3.013, 2.699], [4.411, 1.054, 1.150], [2.280, 0.125, 0.257], [0.044, 2.897, 2.349], [2.079, 3.978, 3.266]],
  "total_energy_ha": -4753.55024,
  "multiplicity": 2,
  "gap_ev": [6.747, 5.900],
  "charge": 2,
  "lumo_ev": [-6.99, -7.84],
  "relative_energy_kcal_mol": 26.7
}

6.
{
  "formula": "C13H25N4O2P2Tm",
  "method": "ωB97M-V/def2-TZVPD",
  "symbols": ["C", "C", "N", "C", "C", "C", "C", "P", "Tm", "P", "C", "O", "O", "H", "H", "H", "C", "C", "H", "H", "H", "H", "C", "C", "H", "H", "H", "H", "H", "H", "H", "H", "H", "H", "H", "H", "H", "H", "H", "H", "H", "H", "N", "C", "N", "C", "N"],
  "positions_angstrom": [[0.935, -1.750, -3.215], [0.923, -1.144, -1.970], [-0.226, -0.965, -1.270], [-1.392, -1.449, -1.785], [-1.416, -2.123, -2.998], [-0.246, -2.264, -3.741], [2.233, -0.625, -1.374], [2.486, -0.905, 0.406], [-0.062, 0.399, 0.675], [-2.743, -0.032, 0.319], [-2.710, -1.292, -1.041], [2.212, 5.410, -2.411], [0.309, 2.822, 0.371], [1.885, -1.827, -3.746], [-2.370, -2.514, -3.360], [-0.255, -2.760, -4.710], [3.674, -2.188, 0.675], [2.948, 0.653, 1.183], [-3.497, -1.010, -1.763], [-3.006, -2.262, -0.598], [2.350, 0.370, -1.576], [3.069, -1.173, -1.835], [-3.752, -0.869, 1.591], [-3.878, 1.225, -0.364], [0.569, 5.337, 0.211], [0.149, 3.753, 0.617], [2.756, 5.398, -3.149], [1.970, 4.484, -2.240], [1.239, -1.376, 0.965], [0.194, 5.859, 0.864], [4.645, -1.764, 0.967], [3.310, -2.835, 1.485], [3.799, -2.796, -0.232], [4.003, 0.817, 0.922], [2.355, 1.533, 0.855], [2.859, 0.548, 2.274], [-4.783, 1.287, 0.254], [-3.347, 2.187, -0.331], [-4.138, 0.992, -1.403], [-4.725, -0.370, 1.675], [-3.887, -1.928, 1.340], [-3.223, -0.795, 2.551], [-0.322, -0.394, 2.701], [-0.460, -0.667, 3.855], [-0.791, -0.970, 5.032], [-0.090, -0.989, 6.140], [0.447, -1.040, 7.184]],
  "total_energy_ha": -2647.57994,
  "multiplicity": 3,
  "gap_ev": [4.328, 5.747],
  "charge": 0,
  "lumo_ev": [-0.34, -0.35],
  "relative_energy_kcal_mol": 42.2
}